# 1
C31H50BaN3OP2 | ωB97M-V with the def2-TZVPD basis set

Output
E: -2158.787472 a.u.
HOMO-LUMO gap: 6.81 eV
ΔE to the lowest compared entry with this formula, charge and spin: 0.0 kcal per mole
net charge: +1

Last column: Mulliken charge in e.
Atoms and positions in Å:
C1 -0.067 2.864 -0.989  -0.68
C2 1.218 1.309 -2.117  -2.63
C3 0.015 3.782 -2.040  -0.75
C4 1.491 2.241 -3.125  -0.49
C5 0.835 3.479 -3.118  -1.37
H1 -0.589 4.687 -1.993  0.58
H2 2.187 1.974 -3.922  0.56
H3 1.001 4.191 -3.922  0.40
N1 0.396 1.601 -1.086  1.46
P1 -0.311 2.178 1.714  0.74
P2 0.708 -1.518 -2.109  -0.76
C6 -0.773 3.272 0.304  -0.96
H4 -0.524 4.323 0.521  0.38
H5 -1.859 3.256 0.123  0.72
C7 1.915 -0.052 -2.110  2.00
H6 2.499 -0.191 -3.033  1.19
C8 1.929 -2.990 -2.087  2.18
C9 -0.241 -1.504 -3.718  1.87
C10 1.212 3.065 2.414  1.23
C11 -1.883 2.238 2.790  1.86
C12 2.099 -3.389 -0.604  -1.46
H7 1.125 -3.560 -0.111  0.20
H8 2.637 -4.348 -0.564  0.56
H9 2.677 -2.651 -0.023  0.19
C13 1.331 -4.196 -2.829  -1.91
H10 0.335 -4.472 -2.458  0.31
H11 1.286 -4.044 -3.914  0.29
H12 2.001 -5.050 -2.650  0.60
C14 3.312 -2.681 -2.689  -1.62
H13 3.914 -3.600 -2.593  0.56
H14 3.257 -2.423 -3.756  0.23
H15 3.847 -1.887 -2.152  0.28
C15 -1.344 -2.600 -3.567  -1.67
H16 -1.699 -2.692 -2.525  0.21
H17 -2.202 -2.329 -4.203  0.44
H18 -0.992 -3.587 -3.894  0.41
C16 -0.953 -0.140 -3.874  -1.66
H19 -1.619 0.066 -3.022  -0.11
H20 -0.245 0.696 -3.974  0.43
H21 -1.562 -0.185 -4.796  0.67
C17 0.668 -1.757 -4.941  -1.68
H22 1.741 -1.641 -4.725  0.18
H23 0.501 -2.764 -5.355  0.37
H24 0.413 -1.029 -5.732  0.38
C18 -1.672 1.411 4.072  -1.70
H25 -2.638 1.325 4.594  0.48
H26 -1.315 0.383 3.876  0.18
H27 -0.972 1.882 4.774  0.34
C19 -3.040 1.642 1.963  -1.59
H28 -3.298 2.270 1.100  0.33
H29 -2.844 0.622 1.603  0.06
H30 -3.923 1.596 2.616  0.61
C20 -2.247 3.683 3.131  -1.69
H31 -3.250 3.684 3.586  0.53
H32 -1.573 4.138 3.867  0.37
H33 -2.284 4.320 2.237  0.25
C21 2.309 3.135 1.331  -1.54
H34 3.021 3.930 1.628  0.54
H35 2.846 2.171 1.231  0.26
H36 1.908 3.409 0.336  0.25
C22 1.753 2.288 3.633  -1.60
H37 2.092 1.270 3.374  0.22
H38 2.618 2.842 4.028  0.46
H39 1.019 2.204 4.444  0.27
C23 0.815 4.483 2.828  -1.53
H40 0.364 5.045 2.001  0.27
H41 0.128 4.483 3.678  0.27
H42 1.726 5.015 3.142  0.54
Ba1 0.148 -0.835 0.896  1.88
C24 -2.441 -0.728 -0.733  0.07
O1 -3.464 -0.367 -1.101  -0.16
N2 2.506 -0.465 0.315  -1.45
C25 2.871 -0.078 -0.834  0.24
C26 4.291 0.405 -1.043  0.74
C27 5.189 0.190 0.014  -0.26
C28 4.746 1.020 -2.221  0.10
C29 6.556 0.440 -0.165  -0.88
H43 4.817 -0.187 0.971  0.35
C30 6.110 1.279 -2.394  -0.98
H44 4.034 1.326 -2.991  0.17
C31 7.012 0.984 -1.373  -0.46
H45 7.249 0.229 0.650  0.39
H46 6.453 1.743 -3.318  0.42
H47 8.069 1.211 -1.511  0.41
N3 -0.786 -3.147 2.495  -0.61
H48 -0.089 -3.819 2.809  0.25
H49 -1.517 -3.694 2.035  0.23
H50 -1.208 -2.766 3.348  0.24

# 2
C5H3NO | ωB97M-V with the def2-TZVPD basis set

Output
E: -322.095461 a.u.
SMILES string: C#CC=C=CN=O
HOMO-LUMO gap: 8.56 eV
ΔE to the lowest compared entry with this formula, charge and spin: 123.2 kcal per mole
net charge: 0

Last column: Mulliken charge in e.
Atoms and positions in Å:
C1 2.256 0.713 0.790  0.37
C2 1.314 0.865 0.054  -0.41
C3 0.161 0.854 -0.794  -0.60
C4 -0.425 -0.315 -0.930  0.37
C5 -1.156 -1.287 -0.452  -0.57
N1 -1.908 -0.976 0.787  0.03
O1 -1.885 0.173 1.128  -0.28
H1 3.085 0.558 1.445  0.40
H2 -0.211 1.757 -1.272  0.32
H3 -1.239 -2.316 -0.775  0.38

# 3
C6H14AlN2O10P2 | ωB97M-V with the def2-TZVPD basis set

Output
E: -2023.841423 a.u.
HOMO-LUMO gap: 1.46 eV
ΔE to the lowest compared entry with this formula, charge and spin: 89.7 kcal per mole
net charge: -3

Last column: Mulliken charge in e.
Atoms and positions in Å:
Al1 -1.573 -2.149 0.754  0.21
P1 0.048 -4.074 -1.760  0.77
O1 -0.388 -4.623 -0.376  -0.63
O2 -0.628 -2.702 -2.027  -0.51
O3 -0.867 -4.946 -2.709  -0.52
O4 1.572 -4.207 -2.180  -0.91
P2 -4.143 -3.688 -1.048  0.74
O5 -3.705 -4.643 -2.250  -0.53
O6 -3.389 -4.257 0.161  -0.61
O7 -5.628 -3.512 -0.805  -0.84
O8 -3.232 -2.456 -1.399  -0.51
C1 0.600 0.230 -1.497  -0.02
O9 -0.032 -0.072 -0.465  -0.53
N1 1.614 1.103 -1.624  0.26
C2 2.027 1.403 -2.960  -1.03
C3 2.255 1.711 -0.440  -0.83
H1 0.438 -0.377 -2.401  0.25
H2 3.107 1.493 -3.078  0.32
H3 1.557 2.292 -3.381  0.32
H4 1.866 0.633 -3.714  0.36
H5 1.788 2.684 -0.285  0.29
H6 1.914 1.092 0.389  0.14
H7 3.334 1.857 -0.375  0.35
C4 0.415 0.746 2.869  -0.19
O10 -0.263 -0.182 2.374  -0.10
N2 0.245 2.082 2.750  0.38
C5 0.921 3.040 3.584  -1.01
C6 -0.870 2.713 1.901  -0.95
H8 1.339 0.507 3.418  0.37
H9 0.651 4.082 3.413  0.27
H10 1.995 2.860 3.527  0.34
H11 0.762 2.830 4.642  0.36
H12 -1.862 2.691 2.352  0.40
H13 -0.711 3.745 1.589  0.37
H14 -1.157 2.096 1.050  0.21

# 4
C4H9O2 | ωB97M-V with the def2-TZVPD basis set

Output
E: -308.286997 a.u.
HOMO-LUMO gap: 6.99 eV
ΔE to the lowest compared entry with this formula, charge and spin: 36.3 kcal per mole
net charge: -1

Last column: Mulliken charge in e.
Atoms and positions in Å:
C1 -1.486 -0.359 -2.309  -0.91
C2 -0.360 -0.753 -1.638  0.04
O1 -0.275 -1.551 -0.635  -0.83
H1 -1.465 0.329 -3.145  0.27
H2 -2.441 -0.819 -2.071  0.24
H3 0.600 -0.448 -2.113  0.25
H4 1.111 -0.826 -0.004  0.36
C3 1.157 0.761 1.131  -0.29
O2 1.813 -0.305 0.500  -0.59
C4 -0.120 0.373 1.868  -0.93
H5 0.952 1.588 0.431  0.23
H6 1.874 1.183 1.851  0.30
H7 -0.339 1.077 2.674  0.35
H8 -0.033 -0.641 2.254  0.28
H9 -0.989 0.390 1.207  0.23

# 5
C2H6I2N3 | ωB97M-V with the def2-TZVPD basis set

Output
E: -839.104220 a.u.
HOMO-LUMO gap: 7.68 eV
ΔE to the lowest compared entry with this formula, charge and spin: 60.8 kcal per mole
net charge: +1

Last column: Mulliken charge in e.
Atoms and positions in Å:
C1 -0.189 0.581 -0.662  0.42
C2 0.246 -0.007 1.624  -0.05
N1 -1.327 0.963 -1.281  -0.37
N2 -0.564 0.199 0.645  -0.15
N3 1.072 0.537 -0.912  -0.51
I1 2.304 0.089 1.485  0.40
I2 -0.524 -0.746 3.457  0.25
H1 1.517 -1.817 -0.350  -0.03
H2 -2.201 0.551 -1.049  0.19
H3 -1.265 1.376 -2.241  0.27
H4 -1.566 -0.183 0.884  0.30
H5 1.415 0.743 -1.863  0.22
H6 1.081 -2.285 0.263  0.07

# 6
C13H14N2O3S | ωB97M-V with the def2-TZVPD basis set

Output
E: -1237.144346 a.u.
SMILES string: C[C@H](N)C(=O)c1ccn(S(=O)(=O)c2ccccc2)c1
HOMO-LUMO gap: 9.24 eV
ΔE to the lowest compared entry with this formula, charge and spin: 83.2 kcal per mole
net charge: 0

Last column: Mulliken charge in e.
Atoms and positions in Å:
C1 4.530 0.477 -1.744  -1.40
C2 3.111 -0.005 -2.011  0.56
N1 2.992 -0.460 -3.397  -0.70
C3 2.115 1.129 -1.614  -0.06
O1 2.182 2.175 -2.244  -0.61
C4 1.311 1.080 -0.381  0.69
C5 0.730 2.221 0.310  -0.75
C6 0.084 1.728 1.400  -0.50
N2 0.175 0.307 1.393  0.11
S1 -0.760 -0.840 2.416  1.21
O2 -0.840 -0.328 3.799  -0.67
O3 -0.159 -2.144 2.389  -0.61
C7 -2.402 -0.911 1.688  0.23
C8 -2.530 -1.224 0.336  -0.30
C9 -3.768 -1.206 -0.260  -0.59
C10 -4.903 -0.907 0.511  -0.33
C11 -4.779 -0.628 1.883  -0.45
C12 -3.532 -0.684 2.486  -0.41
C13 0.940 -0.044 0.318  -0.29
H1 4.782 1.380 -2.320  0.31
H2 4.721 0.715 -0.696  0.34
H3 5.219 -0.299 -2.072  0.39
H4 2.897 -0.840 -1.343  0.14
H5 3.818 -1.007 -3.652  0.27
H6 2.932 0.347 -4.022  0.28
H7 0.780 3.278 0.029  0.45
H8 -0.439 2.318 2.156  0.41
H9 -1.659 -1.372 -0.285  0.37
H10 -3.875 -1.441 -1.310  0.40
H11 -5.911 -0.900 0.078  0.35
H12 -5.642 -0.365 2.506  0.36
H13 -3.388 -0.463 3.525  0.46
H14 1.266 -1.085 0.130  0.34

# 7
C19H26ClN3O3S | ωB97M-V with the def2-TZVPD basis set

Output
E: -1987.971248 a.u.
HOMO-LUMO gap: 7.95 eV
ΔE to the lowest compared entry with this formula, charge and spin: 2.9 kcal per mole
net charge: 0

Last column: Mulliken charge in e.
Atoms and positions in Å:
C1 -2.229 3.802 2.756  -1.48
H1 -2.657 3.911 3.750  0.35
H2 -2.864 3.139 2.175  0.27
H3 -2.214 4.775 2.270  0.45
C2 -0.808 3.256 2.860  -0.21
N1 -0.766 2.028 3.631  0.33
C3 0.476 1.782 4.315  -0.96
H4 0.598 2.560 5.079  0.42
C4 1.769 1.795 3.463  -0.80
N2 1.924 0.667 2.577  -0.06
C5 1.759 0.759 1.245  0.41
O1 1.439 1.775 0.659  -0.63
C6 2.064 -0.535 0.511  -0.49
H5 3.052 -0.903 0.787  0.55
H6 1.992 -0.397 -0.566  0.15
S1 0.875 -1.888 0.929  0.30
O2 0.643 -1.775 2.379  -0.63
C7 -0.592 -1.083 0.097  -0.01
C8 -0.589 -1.489 -1.320  0.20
C9 -1.514 -2.192 -2.047  0.33
O3 -1.026 -2.327 -3.306  -0.37
C10 0.174 -1.709 -3.299  0.36
N3 0.472 -1.203 -2.137  -0.37
C11 0.989 -1.657 -4.490  0.10
C12 0.577 -2.285 -5.665  -0.34
C13 1.364 -2.228 -6.798  -0.70
C14 2.569 -1.541 -6.758  0.41
C15 2.992 -0.910 -5.596  -0.72
C16 2.203 -0.968 -4.466  -0.31
H7 2.507 -0.481 -3.554  0.47
H8 3.930 -0.377 -5.584  0.42
Cl1 3.555 -1.471 -8.173  -0.21
H9 1.050 -2.712 -7.709  0.41
H10 -0.362 -2.816 -5.684  0.45
C17 -2.836 -2.775 -1.717  -1.51
H11 -2.786 -3.864 -1.734  0.31
H12 -3.577 -2.461 -2.450  0.35
H13 -3.149 -2.452 -0.729  0.33
H14 -0.481 -0.006 0.205  0.10
H15 -1.481 -1.429 0.619  0.37
H16 1.930 -0.256 2.993  0.29
H17 2.625 1.810 4.146  0.37
H18 1.797 2.691 2.841  0.41
H19 0.396 0.820 4.825  0.42
C18 -1.379 0.876 2.991  -0.21
C19 -2.644 0.450 3.738  -1.61
H20 -3.378 1.251 3.741  0.33
H21 -3.081 -0.428 3.269  0.39
H22 -2.400 0.207 4.769  0.30
H23 -0.690 0.028 2.977  0.19
H24 -1.635 1.121 1.954  0.44
H25 -0.192 3.993 3.383  0.48
H26 -0.393 3.122 1.846  0.15

# 8
C70H82N12O7P2S2 | ωB97M-V with the def2-TZVPD basis set

Output
E: -5378.352821 a.u.
SMILES string: CC(=O)OCc1c([PH2]=S)c(CCCC(=O)O)c2c(c1[PH2]=S)C(=O)C(c1ccccc1)=C(CCC(N)=O)C2=O.c1cc[nH]c1.c1cc[nH]c1.c1cc[nH]c1.c1cc[nH]c1.c1cc[nH]c1.c1cc[nH]c1.c1cc[nH]c1.c1cc[nH]c1.c1cc[nH]c1.c1cc[nH]c1.c1cc[nH]c1
HOMO-LUMO gap: 5.51 eV
ΔE to the lowest compared entry with this formula, charge and spin: 639.7 kcal per mole
net charge: 0

Last column: Mulliken charge in e.
Atoms and positions in Å:
C1 3.390 -2.738 4.098  -0.54
C2 1.838 -2.887 4.688  0.59
O1 1.435 -4.125 5.063  -0.54
O2 0.936 -1.712 4.746  -0.26
C3 -0.452 -2.153 4.387  -0.55
C4 -1.208 -0.773 3.848  0.25
C5 -2.506 -0.108 4.637  -0.04
P1 -3.212 -1.000 6.219  0.33
S1 -3.758 -2.864 5.810  -0.36
C6 -3.208 1.308 4.090  0.07
C7 -4.478 1.856 4.963  -0.71
C8 -4.081 2.403 6.478  -0.43
C9 -5.305 2.189 7.583  -0.39
C10 -6.810 2.366 6.942  0.54
O3 -7.440 3.570 6.905  -0.58
O4 -7.614 1.219 6.404  -0.48
C11 -2.625 2.068 2.761  0.12
C12 -1.348 1.388 1.922  -0.09
C13 -0.651 -0.025 2.471  -0.34
P2 0.834 -0.850 1.524  0.30
S2 2.399 0.310 1.392  -0.48
C14 -0.822 2.170 0.553  0.29
O5 -0.215 1.580 -0.481  -0.50
C15 -1.067 3.817 0.401  0.12
C16 -0.084 4.681 -0.587  0.25
C17 -0.785 5.310 -1.969  -0.07
C18 0.035 6.190 -3.084  -0.69
C19 1.632 6.499 -2.875  -0.67
C20 2.356 5.867 -1.510  -0.57
C21 1.518 4.956 -0.385  -0.09
C22 -2.192 4.377 1.196  0.22
C23 -2.504 5.985 1.133  -0.59
C24 -2.003 6.844 2.437  -0.44
C25 -0.538 6.416 3.033  0.23
N1 0.800 6.569 2.344  -0.30
O6 -0.508 5.910 4.296  -0.59
C26 -3.215 3.468 2.158  0.05
O7 -4.447 3.960 2.302  -0.47
H1 3.405 -2.092 3.095  0.09
H2 4.116 -2.226 4.890  0.19
H3 3.823 -3.804 3.815  0.30
H4 -0.440 -3.018 3.595  0.37
H5 -0.911 -2.550 5.411  0.16
H6 -2.236 -0.956 7.318  0.19
H7 -4.401 -0.362 6.738  0.01
H8 -5.151 2.654 4.439  0.38
H9 -5.184 0.913 5.154  0.37
H10 -3.865 3.552 6.440  0.32
H11 -3.117 1.847 6.852  0.26
H12 -5.281 1.112 8.084  0.28
H13 -5.231 2.959 8.489  0.34
H14 -8.391 1.571 5.869  0.35
H15 1.167 -2.170 2.073  0.12
H16 0.319 -1.073 0.165  0.10
H17 -1.947 5.114 -2.154  0.31
H18 -0.528 6.579 -4.045  0.32
H19 2.223 7.146 -3.679  0.51
H20 3.511 6.101 -1.405  0.28
H21 2.082 4.534 0.551  0.46
H22 -2.078 6.533 0.178  0.34
H23 -3.687 6.133 1.074  0.21
H24 -1.919 7.999 2.147  0.40
H25 -2.767 6.806 3.340  0.23
H26 1.470 5.798 2.575  0.25
H27 1.227 7.516 2.490  0.25
C27 -0.025 1.132 -5.326  -0.32
C28 -0.358 1.852 -6.499  -0.55
C29 -0.043 3.173 -6.272  -0.46
N2 0.464 3.276 -5.003  0.15
C30 0.483 2.035 -4.420  -0.71
H28 -0.143 0.069 -5.161  0.42
H29 -0.781 1.449 -7.410  0.38
H30 -0.137 4.046 -6.904  0.36
H31 0.775 4.133 -4.565  0.23
H32 0.855 1.903 -3.413  0.48
C31 8.205 -2.304 5.709  -0.31
C32 8.688 -2.247 4.380  -0.64
C33 8.095 -1.162 3.774  -0.22
N3 7.268 -0.565 4.689  0.10
C34 7.333 -1.252 5.874  -0.65
H33 8.467 -3.033 6.465  0.41
H34 9.393 -2.924 3.915  0.38
H35 8.190 -0.765 2.772  0.38
H36 6.699 0.254 4.518  0.11
H37 6.752 -0.934 6.730  0.41
C35 1.891 -3.764 -6.530  -0.73
C36 0.958 -4.712 -7.016  -0.36
C37 -0.288 -4.130 -6.953  -0.67
N4 -0.141 -2.867 -6.443  0.09
C38 1.185 -2.632 -6.187  -0.37
H38 2.962 -3.892 -6.442  0.54
H39 1.173 -5.710 -7.373  0.46
H40 -1.265 -4.507 -7.226  0.41
H41 -0.894 -2.210 -6.281  0.21
H42 1.511 -1.684 -5.782  0.46
C39 -0.709 -7.632 -3.511  -0.82
C40 0.436 -8.460 -3.591  -0.05
C41 1.513 -7.646 -3.862  -0.05
N5 1.057 -6.357 -3.954  0.20
C42 -0.296 -6.338 -3.736  -0.72
H43 -1.725 -7.946 -3.310  0.46
H44 0.472 -9.534 -3.463  0.61
H45 2.562 -7.873 -3.999  -0.31
H46 1.629 -5.546 -4.151  0.17
H47 -0.848 -5.408 -3.761  0.47
C43 -7.695 5.758 3.778  -0.20
C44 -7.212 5.815 2.449  -0.23
C45 -7.805 6.900 1.843  -0.86
N6 -8.632 7.497 2.759  0.04
C46 -8.567 6.810 3.943  -0.73
H48 -7.433 5.029 4.534  0.49
H49 -6.507 5.138 1.984  0.52
H50 -7.710 7.297 0.841  0.40
H51 -9.201 8.316 2.587  0.18
H52 -9.148 7.128 4.799  0.39
C47 5.675 -5.143 -3.394  -0.58
C48 6.917 -5.821 -3.385  -0.49
C49 6.736 -7.018 -4.041  -0.55
N7 5.426 -7.088 -4.441  0.04
C50 4.773 -5.946 -4.056  -0.04
H53 5.461 -4.172 -2.966  0.43
H54 7.844 -5.473 -2.948  0.40
H55 7.424 -7.825 -4.255  0.39
H56 5.008 -7.861 -4.943  0.26
H57 3.725 -5.805 -4.283  0.14
C51 2.287 11.953 -2.715  -0.59
C52 2.154 11.877 -1.308  -0.48
C53 1.815 10.579 -0.998  -0.47
N8 1.733 9.871 -2.169  0.10
C54 2.024 10.700 -3.221  -0.27
H58 2.547 12.828 -3.297  0.37
H59 2.293 12.681 -0.598  0.38
H60 1.623 10.100 -0.047  0.38
H61 1.495 8.891 -2.244  0.26
H62 2.019 10.328 -4.237  0.34
C55 -10.735 1.428 1.932  -0.42
C56 -11.068 2.148 0.760  -0.52
C57 -10.753 3.469 0.986  -0.38
N9 -10.247 3.572 2.256  0.09
C58 -10.227 2.332 2.838  -0.27
H63 -10.853 0.365 2.097  0.38
H64 -11.491 1.746 -0.152  0.39
H65 -10.847 4.342 0.355  0.36
H66 -9.935 4.429 2.694  0.20
H67 -9.855 2.199 3.845  0.17
C59 4.734 -10.866 -1.764  -0.55
C60 3.902 -11.480 -0.798  -0.47
C61 2.693 -10.821 -0.819  -0.53
N10 2.768 -9.828 -1.761  0.11
C62 4.007 -9.851 -2.346  0.13
H68 5.753 -11.135 -2.010  0.39
H69 4.157 -12.313 -0.156  0.39
H70 1.788 -10.973 -0.245  0.37
H71 2.025 -9.180 -1.989  0.24
H72 4.265 -9.145 -3.124  -0.07
C63 -0.548 -11.793 -7.982  -0.49
C64 0.666 -12.408 -7.594  -0.48
C65 1.359 -11.500 -6.824  -0.42
N11 0.607 -10.357 -6.739  0.10
C66 -0.559 -10.528 -7.438  -0.39
H73 -1.329 -12.226 -8.593  0.37
H74 0.999 -13.406 -7.847  0.38
H75 2.320 -11.569 -6.332  0.38
H76 0.872 -9.519 -6.238  0.20
H77 -1.295 -9.737 -7.488  0.37
C67 5.729 3.624 1.666  -0.13
C68 7.084 3.999 1.829  -0.90
C69 7.754 2.907 2.334  -0.26
N12 6.850 1.888 2.485  0.14
C70 5.613 2.314 2.076  -0.48
H78 4.924 4.242 1.289  0.40
H79 7.524 4.961 1.602  0.39
H80 8.794 2.768 2.598  0.38
H81 7.062 0.965 2.843  0.34
H82 4.759 1.652 2.112  0.14